64
Properties=species:S:1:pos:R:3:lowdin_spin:R:1 method="wB97M-V/def2-TZVPD" multiplicity=6 de_lowest_kj_mol=0.0 homo_energy_ev="-7.7 / -7.8"
Mn -1.20 -15.38 12.45 4.696
Br -3.28 -15.48 14.48 0.051
C -3.78 -17.25 13.94 0.000
C -4.79 -17.80 14.66 0.005
C -5.23 -19.11 14.37 -0.003
C -4.63 -19.80 13.35 0.003
C -3.56 -19.23 12.61 -0.001
C -2.87 -20.00 11.66 0.015
C -1.80 -19.47 11.00 0.000
C -1.37 -18.16 11.27 0.025
C -2.00 -17.33 12.18 0.012
C -3.10 -17.89 12.88 0.009
H -5.23 -17.24 15.46 0.001
H -6.03 -19.53 14.91 0.000
H -4.92 -20.82 13.13 0.000
H -3.18 -21.02 11.49 0.001
H -1.27 -20.08 10.29 0.000
H -0.49 -17.78 10.73 0.003
C -3.63 -9.30 10.21 0.000
O -2.58 -9.72 9.38 0.000
C -1.89 -10.83 9.69 0.001
C -0.95 -11.14 8.66 0.003
C -0.16 -12.23 8.83 0.001
C -0.28 -13.08 9.96 0.005
C 0.50 -14.27 10.02 0.009
C 1.51 -14.60 8.94 0.002
O 0.44 -15.11 10.95 0.054
C -1.23 -12.73 11.00 0.010
O -1.45 -13.45 12.05 0.063
C -2.00 -11.56 10.84 0.004
H -4.20 -8.60 9.63 0.000
H -3.22 -8.80 11.10 0.000
H -4.27 -10.14 10.54 0.000
H -0.93 -10.53 7.78 0.000
H 0.55 -12.46 8.03 0.000
H 2.50 -14.43 9.34 0.000
H 1.41 -14.09 8.00 0.000
H 1.44 -15.68 8.73 0.000
H -2.70 -11.29 11.60 0.000
C 2.63 -15.91 17.26 0.000
C 2.50 -15.88 15.76 0.001
O 2.31 -14.57 15.24 0.006
P 0.97 -14.24 14.37 0.017
O -0.20 -13.71 15.37 0.003
C -0.29 -12.45 16.09 0.000
C 0.48 -12.55 17.41 0.000
O 1.46 -12.82 13.81 0.002
C 2.40 -12.78 12.77 0.000
C 3.59 -11.95 13.18 0.000
H 2.97 -16.92 17.56 0.000
H 1.67 -15.71 17.75 0.000
H 3.36 -15.17 17.59 0.000
H 1.65 -16.55 15.44 0.000
H 3.37 -16.30 15.27 0.000
H -1.33 -12.24 16.28 0.000
H 0.07 -11.64 15.49 0.000
H 0.07 -13.36 18.02 0.000
H 0.38 -11.61 17.95 0.000
H 1.53 -12.77 17.18 0.000
H 1.91 -12.32 11.92 0.000
H 2.71 -13.77 12.47 0.000
H 3.27 -10.91 13.37 0.000
H 4.34 -11.96 12.37 0.000
H 4.07 -12.38 14.04 0.000



63
Properties=species:S:1:pos:R:3:lowdin_spin:R:1 method="wB97M-V/def2-TZVPD" multiplicity=2 de_lowest_kj_mol=96.4 homo_energy_ev="-10.9 / -10.3" charge=+1
Ir -0.33 -0.14 0.07 0.402
C -2.86 -0.02 1.88 0.006
N -1.82 0.91 1.34 0.001
C -2.49 1.89 0.43 0.001
C -1.47 2.68 -0.38 0.001
N -0.79 1.79 -1.34 0.003
C 0.44 2.45 -1.83 0.007
C -1.64 1.41 -2.47 0.018
C -1.83 2.29 -3.54 -0.001
C -2.59 1.91 -4.63 0.018
C -3.17 0.64 -4.66 -0.002
C -3.00 -0.22 -3.60 0.017
C -2.23 0.16 -2.50 0.019
S -2.12 -0.95 -1.14 0.221
C -1.18 1.61 2.48 0.017
C -1.96 2.15 3.50 -0.002
C -1.35 2.77 4.57 0.018
C 0.03 2.87 4.63 -0.003
C 0.80 2.36 3.60 0.017
C 0.19 1.74 2.52 0.018
S 1.15 1.17 1.17 0.214
H -3.70 0.54 2.27 0.000
H -2.43 -0.63 2.67 0.000
H -3.22 -0.65 1.07 0.003
H -3.09 2.58 1.03 0.000
H -3.16 1.34 -0.22 0.002
H -0.72 3.10 0.28 0.001
H -1.97 3.51 -0.89 0.000
H 0.25 3.48 -2.15 0.000
H 0.83 1.89 -2.69 0.000
H 1.18 2.47 -1.04 0.003
H -1.39 3.27 -3.52 0.000
H -2.73 2.60 -5.45 0.001
H -3.76 0.33 -5.52 0.000
H -3.46 -1.20 -3.60 0.001
H -3.04 2.08 3.46 0.000
H -1.97 3.18 5.36 0.001
H 0.51 3.33 5.48 0.000
H 1.88 2.44 3.63 0.001
Cl 0.00 -1.57 2.93 0.004
C -0.39 -1.83 1.20 -0.002
H -1.39 -2.26 1.16 0.002
H 0.35 -2.55 0.84 -0.001
C 4.05 -5.20 1.66 0.000
C 3.43 -4.11 0.83 0.000
C 2.63 -4.41 -0.27 0.000
C 2.04 -3.40 -1.02 0.000
C 2.27 -2.09 -0.67 0.000
C 3.08 -1.76 0.42 0.001
C 3.65 -2.77 1.16 0.000
S 1.44 -0.82 -1.63 -0.005
C 2.89 -0.12 -2.42 -0.002
O 0.65 -1.48 -2.68 -0.001
H 3.82 -6.19 1.26 0.000
H 3.68 -5.16 2.68 0.000
H 5.14 -5.09 1.70 0.000
H 2.45 -5.44 -0.53 0.000
H 1.40 -3.62 -1.87 0.000
H 3.25 -0.72 0.69 0.002
H 4.27 -2.53 2.01 0.000
H 3.54 -0.97 -2.64 0.000
H 3.38 0.59 -1.75 0.000
H 2.55 0.38 -3.32 0.000



64
Properties=species:S:1:pos:R:3:lowdin_charge:R:1 method="wB97M-V/def2-TZVPD" de_lowest_kj_mol=0.0 homo_energy_ev=-8.7
O -0.97 -1.45 -8.30 0.084
O -2.44 2.69 -0.78 0.076
O 1.36 0.68 -1.31 0.029
O 3.01 -3.10 1.92 0.065
Cl -0.47 2.40 5.92 0.654
O -2.16 -2.07 -6.47 0.101
C -1.34 -1.24 -7.16 -0.544
C -1.24 2.79 -1.01 -0.413
C 1.04 -0.25 -0.58 -0.523
C 1.93 -2.72 1.49 -0.462
C -0.84 -0.04 -6.51 0.012
C -1.31 0.40 -5.29 0.009
C 0.66 3.47 -4.21 -0.051
C 0.74 2.84 3.52 -0.104
C -1.60 2.30 3.44 -0.107
C 0.20 3.60 -2.89 -0.015
C 0.17 2.45 -5.02 -0.010
C -1.29 1.73 -3.24 0.027
C 0.77 2.94 2.12 -0.029
C -1.58 2.40 2.05 -0.003
C -0.44 2.52 4.18 -0.686
C -0.78 2.73 -2.40 -0.149
C -0.80 1.55 -4.54 -0.199
C -0.40 2.72 1.37 -0.222
N -0.27 2.83 -0.02 0.144
N 1.09 -3.54 0.83 0.023
N 1.58 -0.32 0.63 0.135
C 0.03 -1.27 -1.08 0.027
C 1.38 -4.94 0.56 -0.047
C 1.12 -1.29 4.87 -0.058
C -1.27 -1.81 4.48 -0.073
C 0.13 -1.89 3.87 -0.414
C 0.14 -1.15 2.51 -0.116
C 1.48 -1.27 1.75 -0.195
H -2.35 -2.79 -7.10 0.127
H -0.05 0.49 -7.03 0.112
H -2.10 -0.18 -4.82 0.117
H 1.41 4.15 -4.59 0.106
H 1.65 3.02 4.10 0.107
H -2.53 2.06 3.96 0.109
H 0.61 4.38 -2.26 0.117
H 0.56 2.35 -6.03 0.108
H -2.04 1.06 -2.84 0.127
H 1.70 3.19 1.62 0.115
H -2.51 2.22 1.52 0.105
H 0.67 2.77 -0.40 0.123
H 0.22 -3.16 0.51 0.100
H 2.23 0.44 0.79 0.145
H -0.72 -1.45 -0.32 0.071
H 0.55 -2.18 -1.37 0.085
H -0.46 -0.86 -1.96 0.077
H 0.51 -5.43 0.11 0.085
H 1.63 -5.45 1.49 0.088
H 2.23 -5.02 -0.12 0.089
H 2.15 -1.46 4.54 0.074
H 1.00 -1.77 5.84 0.083
H 0.95 -0.22 4.98 0.062
H -1.28 -2.36 5.42 0.080
H -1.54 -0.77 4.66 0.073
H -1.99 -2.26 3.80 0.077
H 0.38 -2.94 3.71 0.131
H -0.67 -1.54 1.90 0.102
H -0.06 -0.09 2.69 0.105
H 2.23 -0.91 2.45 0.138



69
Properties=species:S:1:pos:R:3:lowdin_charge:R:1 method="wB97M-V/def2-TZVPD" de_lowest_kj_mol=23.3 homo_energy_ev=-4.6 charge=-1
Na -0.16 0.39 -0.27 0.143
N 0.05 -2.06 0.07 0.007
C 0.73 -2.34 1.33 -0.287
C -0.15 -1.98 2.52 -0.202
C 0.61 -1.90 3.84 -0.210
C 1.58 -0.72 3.92 -0.302
N 0.86 0.55 3.95 0.014
H -0.73 -2.69 -0.07 0.080
H 0.70 -2.20 -0.70 0.030
H 1.63 -1.72 1.33 0.056
H 1.06 -3.38 1.42 0.111
H -0.96 -2.72 2.61 0.109
H -0.64 -1.02 2.31 0.084
H 1.17 -2.83 3.99 0.105
H -0.10 -1.82 4.67 0.104
H 2.30 -0.78 3.10 0.080
H 2.15 -0.81 4.85 0.100
H 1.53 1.31 3.92 0.062
H 0.29 0.67 3.12 0.022
Cl -6.50 2.54 3.66 0.591
C -4.92 2.11 3.02 -0.690
C -3.80 2.18 3.87 -0.116
C -2.56 1.86 3.40 -0.002
C -2.33 1.44 2.04 -0.379
O -1.17 1.18 1.64 -0.086
C -3.51 1.38 1.21 -0.143
C -3.49 0.95 -0.17 -0.229
O -2.53 0.64 -0.87 -0.009
C -4.78 1.71 1.73 -0.096
H -3.93 2.48 4.90 0.098
H -1.69 1.88 4.05 0.102
H -4.50 0.92 -0.63 0.118
H -5.64 1.65 1.08 0.104
S 4.06 -1.26 -5.08 0.496
C 3.55 -1.05 -3.51 -1.135
S 3.66 0.45 -2.65 0.927
C 2.99 -0.27 -1.20 -1.173
N 2.76 -1.54 -1.35 -0.010
N 3.05 -1.95 -2.65 -0.162
C 2.73 -3.31 -2.92 -0.218
C 3.02 -4.26 -1.95 -0.018
C 2.68 -5.59 -2.18 -0.093
C 2.06 -5.96 -3.36 -0.107
C 1.76 -5.00 -4.32 -0.086
C 2.09 -3.67 -4.10 -0.047
S 2.70 0.67 0.20 0.504
H 3.49 -3.95 -1.03 0.111
H 2.90 -6.33 -1.43 0.097
H 1.80 -7.00 -3.54 0.093
H 1.27 -5.28 -5.24 0.099
H 1.86 -2.91 -4.83 0.080
C -1.13 5.68 0.74 -0.021
N -0.46 4.70 -0.09 -0.130
C 0.81 4.79 -0.62 -0.069
C 1.03 3.59 -1.24 -0.143
N -0.06 2.78 -1.10 0.068
C -0.93 3.47 -0.41 -0.151
H -1.16 6.65 0.25 0.086
H -0.61 5.78 1.70 0.092
H -2.14 5.34 0.93 0.091
H 1.42 5.66 -0.49 0.110
H 1.93 3.25 -1.73 0.085
H -1.90 3.13 -0.08 0.117
C -1.25 1.46 -3.76 -0.058
C -0.41 0.37 -3.28 -0.236
N 0.25 -0.49 -2.91 0.209
H -1.62 1.23 -4.76 0.081
H -0.66 2.38 -3.78 0.076
H -2.08 1.58 -3.07 0.064